*1*
ORCA calculation (wB97M-V/def2-TZVPD) on 8 unconnected molecules or ions with the total composition C48H120N8O16.

Atoms and positions in Å:
C (-7.506, 3.234, 3.955)
O (-7.002, 3.058, 2.665)
C (-7.589, 1.923, 1.890)
C (-6.785, 1.690, 0.559)
N (-6.520, 3.009, -0.063)
C (-5.592, 3.067, -1.204)
C (-5.430, 4.498, -1.780)
O (-4.914, 5.425, -0.747)
C (-4.930, 6.890, -0.938)
H (-7.088, 2.471, 4.612)
H (-8.589, 3.130, 4.017)
H (-7.202, 4.191, 4.379)
H (-8.612, 2.172, 1.609)
H (-7.458, 1.057, 2.539)
H (-7.353, 1.098, -0.159)
H (-5.809, 1.263, 0.788)
H (-6.116, 3.633, 0.620)
H (-5.981, 2.482, -2.038)
H (-4.644, 2.670, -0.841)
H (-6.367, 4.826, -2.231)
H (-4.723, 4.411, -2.605)
H (-4.561, 7.521, -0.130)
H (-5.898, 7.383, -1.033)
H (-4.470, 7.114, -1.900)
C (-1.789, -4.317, 3.558)
O (-1.773, -2.851, 3.515)
C (-0.692, -2.293, 4.289)
C (-1.021, -0.779, 4.692)
N (0.281, -0.214, 4.987)
C (0.128, 1.222, 4.742)
C (1.223, 2.091, 5.288)
O (1.270, 2.081, 6.667)
C (2.371, 2.885, 7.105)
H (-2.580, -4.669, 2.896)
H (-1.897, -4.766, 4.545)
H (-0.879, -4.658, 3.064)
H (0.255, -2.504, 3.792)
H (-0.643, -2.862, 5.217)
H (-1.574, -0.703, 5.628)
H (-1.526, -0.214, 3.908)
H (0.339, -0.280, 5.993)
H (-0.832, 1.576, 5.118)
H (0.096, 1.304, 3.655)
H (0.916, 3.066, 4.908)
H (2.098, 1.808, 4.702)
H (3.287, 2.807, 6.520)
H (2.632, 2.529, 8.102)
H (2.161, 3.948, 7.224)
C (2.020, -4.420, -3.189)
O (1.187, -5.489, -2.836)
C (0.101, -5.723, -3.756)
C (-1.194, -6.155, -3.065)
N (-1.553, -5.239, -2.021)
C (-2.601, -5.907, -1.152)
C (-3.270, -4.948, -0.175)
O (-4.096, -5.733, 0.681)
C (-4.941, -4.892, 1.390)
H (1.402, -3.526, -3.273)
H (2.432, -4.462, -4.198)
H (2.731, -4.116, -2.421)
H (0.330, -6.424, -4.559)
H (-0.289, -4.869, -4.309)
H (-0.928, -7.158, -2.731)
H (-1.892, -6.286, -3.891)
H (-0.827, -4.967, -1.374)
H (-2.117, -6.721, -0.611)
H (-3.474, -6.261, -1.699)
H (-3.850, -4.248, -0.776)
H (-2.496, -4.424, 0.384)
H (-4.404, -3.991, 1.685)
H (-5.413, -5.397, 2.233)
H (-5.802, -4.496, 0.852)
C (5.155, 1.285, 4.489)
O (4.640, 2.087, 3.444)
C (4.643, 3.487, 3.693)
C (4.050, 4.215, 2.428)
N (2.600, 4.146, 2.319)
C (2.115, 4.912, 1.147)
C (0.632, 4.683, 0.889)
O (0.376, 3.398, 0.316)
C (-1.060, 3.243, 0.300)
H (4.814, 1.405, 5.517)
H (6.239, 1.380, 4.427)
H (4.821, 0.281, 4.227)
H (5.627, 3.951, 3.755)
H (4.022, 3.651, 4.574)
H (4.615, 3.881, 1.557)
H (4.433, 5.235, 2.433)
H (2.200, 3.220, 2.271)
H (2.602, 4.625, 0.215)
H (2.246, 5.960, 1.419)
H (0.370, 5.555, 0.290)
H (0.153, 4.799, 1.861)
H (-1.665, 3.919, -0.304)
H (-1.433, 3.351, 1.319)
H (-1.185, 2.185, 0.069)
C (-2.319, 1.655, -3.546)
O (-1.650, 0.844, -2.626)
C (-1.807, -0.515, -3.095)
C (-1.156, -1.404, -2.084)
N (-1.334, -0.933, -0.660)
C (-0.791, -1.752, 0.444)
C (0.663, -2.234, 0.403)
O (1.627, -1.170, 0.106)
C (1.673, -0.250, 1.220)
H (-3.311, 1.881, -3.154)
H (-2.478, 1.254, -4.547)
H (-1.862, 2.627, -3.728)
H (-1.504, -0.717, -4.122)
H (-2.844, -0.850, -3.104)
H (-0.094, -1.328, -2.319)
H (-1.468, -2.447, -2.138)
H (-1.079, 0.044, -0.631)
H (-1.449, -2.604, 0.614)
H (-0.888, -1.177, 1.364)
H (0.815, -2.964, -0.391)
H (0.912, -2.723, 1.345)
H (0.957, 0.566, 1.323)
H (2.640, 0.252, 1.187)
H (1.618, -0.804, 2.157)
C (8.838, 0.795, -0.614)
O (7.927, 1.587, 0.085)
C (6.540, 1.333, -0.195)
C (5.983, 2.225, -1.392)
N (4.524, 2.386, -1.358)
C (3.754, 1.182, -1.585)
C (2.307, 1.699, -1.803)
O (2.272, 2.717, -2.744)
C (0.901, 3.025, -3.210)
H (9.805, 1.294, -0.683)
H (8.412, 0.589, -1.596)
H (8.966, -0.228, -0.258)
H (6.011, 1.584, 0.724)
H (6.404, 0.289, -0.478)
H (6.348, 1.870, -2.356)
H (6.408, 3.196, -1.136)
H (4.184, 2.979, -2.102)
H (3.880, 0.453, -0.785)
H (4.040, 0.708, -2.524)
H (1.983, 2.175, -0.878)
H (1.710, 0.798, -1.951)
H (0.505, 2.049, -3.487)
H (0.954, 3.587, -4.142)
H (0.423, 3.593, -2.411)
C (-4.560, -0.383, -0.237)
O (-5.247, 0.054, -1.435)
C (-5.925, -1.079, -2.040)
C (-6.930, -0.455, -3.036)
N (-6.300, 0.289, -4.045)
C (-7.182, 1.187, -4.764)
C (-6.340, 2.018, -5.713)
O (-5.746, 3.015, -4.805)
C (-4.749, 3.746, -5.383)
H (-3.822, -1.144, -0.488)
H (-5.259, -0.767, 0.507)
H (-4.112, 0.485, 0.248)
H (-6.441, -1.659, -1.274)
H (-5.201, -1.679, -2.592)
H (-7.729, 0.082, -2.525)
H (-7.580, -1.221, -3.459)
H (-5.604, 0.956, -3.744)
H (-7.682, 1.833, -4.042)
H (-8.016, 0.705, -5.276)
H (-6.906, 2.439, -6.544)
H (-5.619, 1.375, -6.218)
H (-4.640, 4.714, -4.894)
H (-5.082, 3.914, -6.407)
H (-3.797, 3.231, -5.508)
C (9.612, -3.099, -3.050)
O (9.247, -3.099, -1.642)
C (8.570, -4.263, -1.229)
C (8.347, -4.088, 0.285)
N (7.531, -5.103, 0.848)
C (6.069, -5.071, 0.575)
C (5.360, -3.750, 0.822)
O (5.277, -3.459, 2.215)
C (4.398, -2.396, 2.652)
H (8.802, -3.333, -3.741)
H (10.405, -3.830, -3.207)
H (9.985, -2.127, -3.372)
H (9.074, -5.224, -1.333)
H (7.641, -4.275, -1.799)
H (7.971, -3.094, 0.526)
H (9.342, -4.185, 0.720)
H (7.731, -5.258, 1.826)
H (5.586, -5.888, 1.112)
H (5.901, -5.419, -0.444)
H (4.391, -3.811, 0.326)
H (5.960, -3.006, 0.298)
H (4.429, -2.369, 3.742)
H (3.401, -2.617, 2.273)
H (4.719, -1.453, 2.209)

## Properties
SMILES: COCCNCCOC.COCCNCCOC.COCCNCCOC.COCCNCCOC.COCCNCCOC.COCCNCCOC.COCCNCCOC.COCCNCCOC
LUMO (eV): 0.59
Gap between HOMO and LUMO (eV): 8.73


*2*
ORCA calculation (wB97M-V/def2-TZVPD) on 8 unconnected molecules or ions with the total composition C48H120N8O16.

Atoms and positions in Å:
C (-4.757, -29.792, -21.759)
O (-3.663, -30.676, -21.874)
C (-4.004, -31.994, -21.490)
C (-2.708, -32.801, -21.052)
N (-1.892, -33.163, -22.192)
C (-0.737, -34.053, -21.838)
C (0.553, -33.999, -22.688)
O (1.219, -35.329, -22.641)
C (2.351, -35.362, -23.499)
H (-5.140, -29.690, -20.744)
H (-5.522, -30.060, -22.488)
H (-4.316, -28.813, -21.948)
H (-4.440, -32.455, -22.377)
H (-4.750, -31.921, -20.700)
H (-3.110, -33.647, -20.493)
H (-2.037, -32.290, -20.361)
H (-1.671, -32.306, -22.678)
H (-1.084, -35.080, -21.952)
H (-0.436, -33.978, -20.793)
H (1.157, -33.267, -22.152)
H (0.325, -33.711, -23.714)
H (2.138, -35.945, -24.395)
H (3.083, -35.864, -22.868)
H (2.835, -34.479, -23.916)
C (6.103, -28.149, -22.108)
O (6.881, -26.909, -22.173)
C (8.253, -26.941, -21.954)
C (8.763, -25.576, -22.446)
N (7.877, -24.450, -22.013)
C (7.598, -23.609, -23.170)
C (6.524, -22.685, -22.838)
O (5.308, -23.264, -22.481)
C (4.105, -22.518, -22.420)
H (6.322, -28.795, -21.258)
H (6.177, -28.818, -22.966)
H (5.054, -27.857, -22.154)
H (8.797, -27.823, -22.291)
H (8.428, -26.937, -20.879)
H (9.027, -25.589, -23.503)
H (9.793, -25.551, -22.088)
H (7.006, -24.877, -21.732)
H (7.324, -24.308, -23.959)
H (8.503, -23.153, -23.572)
H (6.240, -22.135, -23.735)
H (6.837, -21.902, -22.147)
H (3.278, -23.031, -21.928)
H (3.596, -22.345, -23.368)
H (4.246, -21.598, -21.853)
C (11.413, -31.573, -20.844)
O (11.419, -32.947, -21.039)
C (10.337, -33.319, -21.926)
C (10.498, -34.817, -22.272)
N (9.347, -35.407, -23.007)
C (8.394, -36.136, -22.229)
C (8.800, -37.583, -22.114)
O (8.051, -38.443, -21.350)
C (6.822, -38.817, -21.985)
H (12.064, -31.470, -19.975)
H (10.471, -31.190, -20.451)
H (11.852, -31.081, -21.712)
H (10.343, -32.732, -22.845)
H (9.400, -33.071, -21.427)
H (11.001, -35.399, -21.500)
H (11.253, -34.859, -23.057)
H (9.680, -36.089, -23.672)
H (7.455, -36.193, -22.780)
H (8.098, -35.775, -21.244)
H (9.802, -37.521, -21.688)
H (8.928, -38.121, -23.054)
H (6.405, -39.370, -21.143)
H (6.994, -39.355, -22.917)
H (6.280, -37.872, -22.032)
C (10.205, -32.515, -26.092)
O (9.640, -33.191, -27.151)
C (10.495, -33.476, -28.258)
C (10.830, -32.243, -29.094)
N (11.756, -32.604, -30.203)
C (13.157, -32.324, -29.815)
C (14.186, -33.135, -30.636)
O (15.464, -33.153, -29.962)
C (16.547, -32.899, -30.817)
H (10.315, -33.207, -25.258)
H (9.579, -31.696, -25.738)
H (11.210, -32.102, -26.181)
H (10.147, -34.298, -28.884)
H (11.399, -33.910, -27.829)
H (11.257, -31.466, -28.460)
H (9.908, -32.015, -29.629)
H (11.548, -32.047, -31.020)
H (13.307, -32.415, -28.739)
H (13.391, -31.277, -30.003)
H (14.181, -32.606, -31.589)
H (13.974, -34.197, -30.761)
H (16.417, -31.942, -31.323)
H (16.651, -33.592, -31.652)
H (17.440, -33.028, -30.205)
C (7.425, -31.142, -20.292)
O (7.922, -32.183, -19.535)
C (7.993, -31.725, -18.158)
C (6.586, -31.521, -17.545)
N (6.620, -31.341, -16.097)
C (5.287, -31.415, -15.556)
C (5.254, -31.516, -14.075)
O (5.962, -32.690, -13.634)
C (6.277, -32.732, -12.267)
H (8.046, -30.261, -20.457)
H (6.431, -30.762, -20.056)
H (7.183, -31.680, -21.208)
H (8.643, -30.850, -18.151)
H (8.530, -32.518, -17.637)
H (5.975, -32.386, -17.804)
H (6.108, -30.651, -17.997)
H (7.086, -32.118, -15.652)
H (4.739, -32.157, -16.136)
H (4.652, -30.608, -15.921)
H (4.325, -31.715, -13.542)
H (5.769, -30.688, -13.588)
H (6.723, -33.692, -12.007)
H (5.311, -32.765, -11.764)
H (6.874, -31.871, -11.967)
C (13.977, -40.809, -26.238)
O (13.366, -39.573, -25.781)
C (14.057, -38.399, -26.196)
C (13.532, -37.119, -25.465)
N (12.094, -36.986, -25.462)
C (11.315, -36.672, -26.723)
C (9.867, -36.207, -26.475)
O (9.147, -37.395, -26.073)
C (7.727, -37.106, -25.828)
H (14.710, -41.202, -25.534)
H (14.556, -40.552, -27.125)
H (13.175, -41.528, -26.402)
H (13.970, -38.346, -27.281)
H (15.120, -38.527, -25.995)
H (13.967, -36.218, -25.898)
H (13.757, -37.163, -24.399)
H (11.678, -37.860, -25.175)
H (11.317, -37.653, -27.199)
H (11.924, -35.959, -27.279)
H (9.342, -35.836, -27.355)
H (9.910, -35.334, -25.823)
H (6.997, -36.773, -26.566)
H (7.583, -36.517, -24.922)
H (7.261, -38.038, -25.507)
C (-5.276, -25.905, -19.672)
O (-4.229, -26.634, -20.174)
C (-3.080, -25.911, -20.725)
C (-2.633, -26.508, -22.093)
N (-1.716, -25.733, -22.899)
C (-0.335, -25.920, -22.445)
C (0.576, -25.306, -23.456)
O (0.560, -26.282, -24.578)
C (1.465, -25.930, -25.521)
H (-6.121, -26.536, -19.395)
H (-5.771, -25.195, -20.335)
H (-5.016, -25.446, -18.718)
H (-2.178, -26.177, -20.174)
H (-3.216, -24.834, -20.825)
H (-3.448, -26.583, -22.813)
H (-2.493, -27.587, -22.022)
H (-1.717, -26.057, -23.856)
H (-0.090, -26.974, -22.312)
H (-0.168, -25.475, -21.464)
H (1.559, -25.225, -22.990)
H (0.292, -24.293, -23.741)
H (1.489, -24.931, -25.957)
H (1.149, -26.564, -26.349)
H (2.465, -26.327, -25.349)
C (-0.100, -29.881, -20.735)
O (0.540, -30.614, -21.756)
C (1.122, -30.078, -22.946)
C (2.046, -31.115, -23.641)
N (3.218, -30.486, -24.250)
C (4.274, -31.258, -24.750)
C (5.115, -31.924, -23.664)
O (5.748, -33.033, -24.290)
C (7.025, -33.348, -23.854)
H (-0.190, -30.525, -19.860)
H (-0.967, -29.363, -21.145)
H (0.722, -29.220, -20.461)
H (1.715, -29.200, -22.693)
H (0.534, -29.649, -23.758)
H (1.477, -31.634, -24.412)
H (2.264, -31.799, -22.820)
H (3.028, -29.685, -24.835)
H (4.910, -30.564, -25.300)
H (3.767, -31.915, -25.456)
H (4.532, -32.352, -22.849)
H (5.837, -31.217, -23.256)
H (7.354, -34.260, -24.353)
H (7.081, -33.716, -22.830)
H (7.869, -32.670, -23.983)

## Properties
SMILES: COCCNCCOC.COCCNCCOC.COCCNCCOC.COCCNCCOC.COCCNCCOC.COCCNCCOC.COCCNCCOC.COCCNCCOC
LUMO (eV): 0.43
Gap between HOMO and LUMO (eV): 8.78


Quick one: least stable of them? *2*


*1*
ORCA calculation (wB97M-V/def2-TZVPD) on a single C5H7OP molecule.

Atoms and positions in Å:
C (1.089, -0.044, 0.658)
C (0.975, 0.655, 1.914)
C (0.728, -1.313, 0.062)
C (-0.057, -0.675, -1.182)
C (-1.350, 1.286, 0.124)
O (2.227, 0.363, 1.472)
P (0.379, 1.144, -0.589)
H (1.547, -1.887, -0.285)
H (0.078, -2.007, 0.702)
H (0.388, -0.780, -2.111)
H (-1.185, -0.775, -1.056)
H (-1.341, 2.208, 0.718)
H (-1.649, 0.390, 0.530)
H (-1.829, 1.434, -0.956)

## Properties
LUMO (eV): 0.16
Gap between HOMO and LUMO (eV): 9.13


*2*
ORCA calculation (wB97M-V/def2-TZVPD) on a single C5H7OP molecule.

Atoms and positions in Å:
C (-2.167, 0.615, -0.729)
P (-1.225, -0.977, -0.524)
C (-0.494, -0.536, 1.096)
C (0.486, -0.065, -0.001)
C (1.935, -0.585, 0.016)
C (3.070, -0.002, -0.187)
O (4.037, 0.497, -0.481)
H (-1.643, 1.246, -0.052)
H (-3.295, 0.553, -0.711)
H (-1.947, 0.934, -1.741)
H (-0.294, -1.331, 1.740)
H (-1.076, 0.219, 1.587)
H (0.459, 1.050, -0.124)
H (2.154, -1.618, 0.112)

## Properties
SMILES: CP1C[C@H]1C=C=O
LUMO (eV): 0.90
Gap between HOMO and LUMO (eV): 9.10


Quick one: least stable of them? *1*